# 1
The following is a quantum chemistry calculation of a cluster of 2 separate species, C6H10OS2 in total, from the OMol25 dataset.

The geometry in XYZ format:
```
19
Properties=species:S:1:pos:R:3:forces:R:3:nbo_charge:R:1
S -2.085234 -0.880169 0.025070 -1.3 0.3 1.1 0.26
H -0.017632 0.225970 1.484463 -2.9 -0.1 1.1 0.21
C 0.965775 0.452503 1.325350 2.3 -1.6 -4.0 -0.45
S 1.981753 -1.680663 0.671786 0.5 0.7 -0.7 1.23
C 1.194457 -0.232553 -0.086548 -3.0 -0.9 -0.1 -0.42
H 1.386729 -0.793480 2.920942 0.6 -0.8 0.7 0.22
C -0.887561 -0.561070 -1.133969 3.0 3.5 3.8 -0.26
H -1.163878 0.837179 -2.596433 -0.6 0.8 -3.1 0.22
H 2.865466 0.101752 2.271214 -0.8 -1.6 -0.4 0.25
H -3.212007 1.414163 -0.304630 1.1 -1.5 -1.1 0.22
C 1.930446 -0.503985 2.036653 -0.2 2.5 1.1 -0.63
C -1.374532 0.802806 -1.602006 1.0 -1.6 3.1 -0.47
H 1.193829 1.465575 1.243154 0.2 1.8 0.6 0.22
C -2.709334 0.561892 -0.926732 -3.1 1.2 0.4 -0.49
O 3.379855 -1.726144 0.182947 0.3 -0.6 -0.2 -0.97
H 1.489792 0.087002 -1.073755 0.7 0.5 0.3 0.23
H -0.814091 1.579858 -1.103288 0.1 0.3 0.2 0.22
H -0.639382 -1.310858 -1.715070 1.4 -3.3 -3.2 0.18
H -3.484452 0.160223 -1.619150 0.5 0.5 0.4 0.22
```
Forces are in eV/Å.

For the HOMO energy (alpha / beta), the calculation gives -7.696 / -7.695 eV. Its strongest force on any atom is 0.1163 Eh/bohr. Its net charge is 0. The value obtained for the energy above the lowest of the compared OMol25 structures with the same formula, charge and spin is 124.3 kcal/mol.

***

# 2
The following is a quantum chemistry calculation of the molecule C23H27N3O5S, from the OMol25 dataset.

The geometry in XYZ format:
```
59
Properties=species:S:1:pos:R:3:forces:R:3:nbo_charge:R:1
H 3.614201 -0.321400 1.148795 0.0 0.0 0.1 0.20
C -0.889326 -1.231395 2.438546 0.2 -0.1 0.3 0.85
H -5.041432 0.294205 -1.540762 -0.1 -0.1 0.0 0.22
H -1.664676 -4.884120 0.892523 0.0 -0.1 -0.1 0.22
H 0.758436 -3.208705 -0.592409 0.1 0.0 -0.1 0.21
N -1.586177 0.829152 1.312682 0.1 0.2 0.3 -0.57
C -2.177766 -2.849105 1.320573 0.2 -0.4 -0.4 -0.09
H 5.090955 -0.669411 0.230543 -0.1 -0.1 0.0 0.24
O 0.074234 -1.440875 1.744460 0.0 -0.3 -0.1 -0.66
H -1.752944 -2.444292 0.397382 -0.1 0.0 0.1 0.21
H 1.933526 1.181214 -0.612363 -0.1 0.0 -0.1 0.20
H 2.740826 2.711419 -0.942500 -0.1 0.0 0.0 0.22
C -0.992924 -0.231501 -3.141147 -0.4 -0.4 0.1 -0.30
H 1.113838 3.462423 2.334208 0.0 0.1 -0.1 0.21
H -2.083986 3.239357 -2.497670 0.0 0.1 -0.1 0.24
C -1.792926 -1.198835 -2.623213 -0.1 0.6 -0.5 0.07
C -4.116985 0.800894 -1.304450 0.0 0.0 0.1 -0.18
H -1.915624 -4.554948 2.613852 0.0 -0.1 0.1 0.21
N 2.098053 -1.623036 -0.377829 -0.3 -0.2 0.2 -0.62
H 4.859098 1.695081 0.062370 0.1 0.0 0.0 0.20
S 0.178001 1.140930 3.182701 0.2 0.0 0.5 0.29
C -1.502667 -4.162143 1.687626 -0.1 0.4 0.1 -0.64
H 1.689876 -1.279768 0.478634 0.1 0.0 0.0 0.43
C -0.532424 2.844191 -0.370825 0.0 0.0 0.0 0.68
H -0.443052 -0.724577 4.482845 0.0 0.0 0.0 0.26
H -1.897496 0.084715 3.821830 0.1 -0.1 0.0 0.26
H -2.844535 -1.385509 -2.706331 -0.1 -0.1 0.1 0.20
O -1.074060 -2.059557 -1.876467 0.1 -0.4 0.2 -0.43
H -3.254847 -2.983599 1.205315 0.1 0.1 0.0 0.19
C 2.744021 1.837797 -0.287333 0.3 0.1 0.1 -0.40
H -4.205798 2.059478 -3.039311 0.0 0.0 -0.1 0.22
H 1.213501 0.018044 -2.904143 0.3 0.1 0.0 0.24
H 4.341436 1.027710 -1.486382 0.1 0.0 0.0 0.22
H 2.427001 1.438022 1.812783 0.1 0.0 0.0 0.21
C 1.241706 3.157177 1.290906 0.6 0.2 0.2 -0.23
H -0.433200 -4.012520 1.814517 0.1 0.0 0.0 0.22
O -2.042611 -1.872992 2.362223 -0.2 -0.1 0.3 -0.50
C 1.251923 -2.451209 -1.206071 -0.1 -0.1 -0.1 -0.29
H -1.287487 0.581669 -3.771198 -0.1 0.1 -0.1 0.23
C -2.237869 1.127532 0.148606 0.1 0.5 -0.5 0.27
C -1.758215 2.132229 -0.707415 -0.4 -0.3 0.0 -0.23
C 0.213914 -1.649362 -1.924228 0.6 0.5 -0.2 0.34
H 1.912395 -2.936731 -1.934064 -0.2 0.0 0.2 0.25
C -2.472851 2.458938 -1.861272 0.0 0.0 0.1 -0.13
N 0.035586 2.471589 0.861286 -0.1 0.1 -0.3 -0.45
H 1.324117 4.043749 0.656813 0.0 -0.1 0.2 0.25
C -3.423839 0.457820 -0.166753 0.0 0.1 -0.1 -0.24
C -3.645950 1.801708 -2.153338 0.0 0.1 -0.1 -0.24
C 4.080131 1.108218 -0.429542 -0.2 0.0 0.0 -0.38
C 0.316106 -0.522681 -2.684607 0.1 -0.5 0.4 -0.34
C 2.499478 2.299283 1.148302 -0.2 0.0 -0.3 -0.41
O 3.807621 -1.611346 -1.841383 0.3 0.0 -0.4 -0.65
C -0.536266 1.505447 1.618972 -0.6 -0.5 0.3 0.34
O -0.017345 3.708649 -1.046292 0.0 0.1 -0.2 -0.60
C 4.063483 -0.309594 0.156710 0.1 0.1 -0.3 -0.49
H -3.779575 -0.306419 0.505961 0.0 -0.1 0.1 0.22
C 3.325970 -1.241458 -0.789036 0.1 0.1 0.6 0.68
H 3.343474 2.905596 1.482685 0.1 0.0 0.1 0.21
C -0.888029 -0.257119 3.603686 0.1 0.4 -0.4 -0.62
```
Forces are in eV/Å.

For the HOMO energy, the calculation gives -8.296 eV. Its strongest force on any atom is 0.0169 Eh/bohr. Its net charge is 0. Its SMILES is CCOC(=O)CSc1nc2ccccc2c(=O)n1CCCCCC(=O)NCc1ccco1. The value obtained for the energy above the lowest of the compared OMol25 structures with the same formula, charge and spin is 25.7 kcal/mol.

***

# 3
The following is a quantum chemistry calculation of a cluster of 2 separate species, C14H23BF7O9P2 in total, from the OMol25 dataset.

The geometry in XYZ format:
```
56
Properties=species:S:1:pos:R:3:forces:R:3:nbo_charge:R:1
H 1.058848 0.812787 -1.817419 0.0 -0.2 0.1 0.18
H -1.095807 1.040432 1.880291 0.0 0.0 -0.2 0.24
C -1.690619 -0.716028 0.876551 -0.3 -0.4 0.2 0.82
O -5.143419 2.998995 2.780875 0.1 0.0 0.0 -0.48
P 4.359365 -1.278797 1.257338 0.5 -0.1 0.2 -0.13
H -5.485717 1.117343 3.579728 0.1 0.0 0.0 0.21
H 0.028846 0.490360 0.628675 -0.1 0.0 -0.1 0.29
O 2.287454 0.119709 -0.264401 0.1 0.1 -0.2 -0.75
H -6.415073 1.997064 5.743842 0.0 0.0 0.0 0.22
C 1.829770 -1.502811 -3.065877 -0.1 0.1 0.0 -0.41
F -1.878699 3.791093 1.855778 0.0 0.0 0.0 -0.29
C 2.938257 1.496859 -4.320937 -0.1 -0.2 0.0 0.52
H -0.958892 -2.363124 -3.010320 0.0 0.2 -0.1 0.19
B 3.725017 -0.317959 -0.374449 -0.7 0.3 0.1 0.42
H -0.708858 -2.630653 -0.118824 -0.1 0.0 -0.1 0.18
C -5.871158 2.131434 3.676459 -0.2 -0.2 0.1 -0.08
C -3.195079 3.763442 1.715075 0.0 0.0 -0.1 0.90
O -3.196619 2.022207 3.378009 0.1 0.0 0.1 -0.53
C 3.549872 0.232927 -3.671977 0.2 0.1 0.0 0.61
H 1.195190 -1.032871 -3.828609 0.1 0.0 0.0 0.20
C -3.830927 2.812729 2.749509 -0.1 0.0 0.0 0.69
H -6.154015 3.652918 5.171044 0.0 0.0 0.0 0.21
O -1.839794 -1.406525 1.852900 0.2 0.2 -0.3 -0.58
C -5.795841 2.625224 5.103914 0.1 0.1 0.0 -0.64
H 3.313606 1.599348 -5.342329 0.0 0.0 0.0 0.14
F 3.235970 2.624378 -3.637504 0.0 0.0 0.0 -0.33
H 1.277894 -1.877922 -1.003015 0.1 0.1 -0.1 0.23
O 3.716739 -1.079718 -1.636145 0.1 0.0 -0.4 -0.71
H 1.705903 -3.031339 0.935686 0.0 0.1 -0.2 0.49
F 4.809775 0.583974 -3.322143 -0.1 0.0 0.0 -0.32
H -4.772923 2.591429 5.475616 0.0 0.0 0.0 0.23
O -2.122433 -1.134047 -0.357418 0.5 0.2 -0.2 -0.56
H 2.767789 -4.341455 2.770316 0.2 0.0 0.0 0.49
H 4.435537 0.685326 -0.400975 0.1 -0.1 0.0 -0.11
F -3.667819 5.010346 1.846407 0.0 0.0 0.0 -0.31
O 2.346583 -3.625166 0.518434 -0.2 0.0 0.2 -1.00
O 3.550283 -3.778970 2.704515 -0.2 0.1 0.1 -1.01
P 3.817671 -3.357643 1.152814 0.5 -0.2 -0.1 2.05
H 3.378363 -0.864616 2.185295 -0.2 -0.1 -0.1 0.00
O 4.835123 -4.191412 0.489157 -0.4 0.1 0.0 -1.10
H 2.677987 1.541913 -1.661400 -0.2 0.1 -0.1 0.18
C 2.800117 -0.449101 -2.491456 -0.4 -0.4 0.1 0.20
C -0.554566 -1.829204 -2.142570 0.1 -0.2 0.2 -0.43
H -6.893124 2.151767 3.304835 0.0 0.1 0.0 0.19
F 1.578473 1.395899 -4.366853 0.0 0.0 -0.1 -0.35
H -1.496925 1.287226 0.140734 0.1 -0.1 0.0 0.23
C 2.104018 0.610060 -1.570696 0.5 0.1 0.1 -0.12
F -3.484570 3.340746 0.476382 0.0 0.0 0.0 -0.31
H -2.087253 -3.033472 -1.131961 0.0 0.1 0.0 0.18
F 3.681008 -0.632943 -4.739954 0.0 0.0 0.1 -0.35
C -1.033896 0.624600 0.872990 -0.1 0.2 0.3 -0.76
C -1.366579 -2.244303 -0.904408 -0.2 -0.2 0.1 -0.06
H -0.692942 -0.757253 -2.308403 0.0 -0.1 0.0 0.21
H 1.060020 -3.249497 -2.060474 0.0 0.1 0.1 0.21
C 0.940609 -2.162294 -1.997803 -0.2 -0.1 -0.2 -0.41
H 2.427458 -2.263414 -3.574853 0.0 0.1 0.1 0.22
```
Forces are in eV/Å.

For the HOMO energy, the calculation gives -5.252 eV. Its strongest force on any atom is 0.0141 Eh/bohr. Its net charge is -1.